7 unconnected molecules or ions with the total composition C35H76F3O20 in a non-equilibrium geometry. Source: OMol25; level of theory: ωB97M-V/def2-TZVPD.

Each atom is followed by the atoms it is bonded to, with distances in Å.
Geometry (Å):
1 O 2.25 0.04 0.74  C2 1.402, H5 0.989
2 C 1.34 -0.27 -0.28  O1 1.402, O3 1.246, O4 1.268
3 O 1.26 0.53 -1.23  C2 1.246
4 O 0.90 -1.45 -0.29  C2 1.268
5 H 2.09 -0.85 1.13  O1 0.989
6 C 2.33 3.53 0.40  O7 1.406, H15 1.096, H16 1.101, H17 1.087
7 O 1.69 3.75 -0.83  C6 1.406, C8 1.404
8 C 1.30 5.09 -0.99  O7 1.404, C9 1.519, H18 1.098, H19 1.096
9 C 0.72 5.25 -2.39  C8 1.519, O10 1.432, H20 1.092, H21 1.095
10 O 1.64 4.74 -3.36  C9 1.432, C11 1.414
11 C 1.46 5.29 -4.65  O10 1.414, C12 1.516, H22 1.096, H23 1.091
12 C 1.87 6.74 -4.83  C11 1.516, O13 1.421, H24 1.101, H25 1.093
13 O 1.00 7.75 -4.34  C12 1.421, C14 1.403
14 C -0.18 7.90 -5.08  O13 1.403, H26 1.090, H27 1.096, H28 1.096
15 H 1.66 3.55 1.27  C6 1.096
16 H 3.07 4.31 0.60  C6 1.101
17 H 2.89 2.60 0.32  C6 1.087
18 H 2.16 5.77 -0.98  C8 1.098
19 H 0.57 5.40 -0.25  C8 1.096
20 H 0.42 6.30 -2.53  C9 1.092
21 H -0.16 4.62 -2.53  C9 1.095
22 H 0.40 5.16 -4.90  C11 1.096
23 H 2.16 4.72 -5.25  C11 1.091
24 H 2.01 6.95 -5.91  C12 1.101
25 H 2.90 6.91 -4.51  C12 1.093
26 H -0.87 8.51 -4.50  C14 1.090
27 H -0.76 7.01 -5.32  C14 1.096
28 H 0.03 8.39 -6.04  C14 1.096
29 C 3.18 -0.60 4.08  O30 1.413, H38 1.091, H39 1.092, H40 1.092
30 O 4.09 -1.60 4.47  C29 1.413, C31 1.406
31 C 4.07 -2.84 3.80  O30 1.406, C32 1.536, H41 1.095, H42 1.095
32 C 2.95 -3.77 4.29  C31 1.536, O33 1.430, H43 1.092, H44 1.093
33 O 1.62 -3.28 4.11  C32 1.430, C34 1.449
34 C 1.17 -3.47 2.75  O33 1.449, C35 1.518, H45 1.091, H46 1.092
35 C 0.66 -4.84 2.34  C34 1.518, O36 1.431, H47 1.091, H48 1.093
36 O 1.56 -5.94 2.56  C35 1.431, C37 1.427
37 C 1.27 -6.60 3.79  O36 1.427, H49 1.090, H50 1.095, H51 1.088
38 H 3.24 0.18 4.84  C29 1.091
39 H 2.13 -0.91 4.11  C29 1.092
40 H 3.41 -0.17 3.10  C29 1.092
41 H 4.97 -3.36 4.14  C31 1.095
42 H 4.16 -2.74 2.72  C31 1.095
43 H 3.07 -3.83 5.37  C32 1.092
44 H 3.18 -4.76 3.88  C32 1.093
45 H 1.96 -3.19 2.05  C34 1.091
46 H 0.35 -2.76 2.81  C34 1.092
47 H 0.57 -4.79 1.26  C35 1.091
48 H -0.33 -5.05 2.75  C35 1.093
49 H 0.20 -6.81 3.88  C37 1.090
50 H 1.57 -5.96 4.63  C37 1.095
51 H 1.91 -7.48 3.85  C37 1.088
52 C 0.71 -4.68 -1.63  O53 1.405, H61 1.103, H62 1.095, H63 1.090
53 O -0.47 -4.43 -2.35  C52 1.405, C54 1.403
54 C -1.65 -4.95 -1.81  O53 1.403, C55 1.527, H64 1.099, H65 1.091
55 C -2.10 -4.23 -0.54  C54 1.527, O56 1.415, H66 1.098, H67 1.095
56 O -2.32 -2.86 -0.80  C55 1.415, C57 1.433
57 C -2.36 -2.18 0.46  O56 1.433, C58 1.498, H68 1.097, H69 1.095
58 C -3.65 -2.18 1.24  C57 1.498, O59 1.414, H70 1.096, H71 1.104
59 O -3.69 -3.31 2.08  C58 1.414, C60 1.424
60 C -4.64 -3.22 3.14  O59 1.424, H72 1.096, H73 1.091, H74 1.096
61 H 0.64 -5.74 -1.35  C52 1.103
62 H 0.75 -3.96 -0.80  C52 1.095
63 H 1.63 -4.62 -2.20  C52 1.090
64 H -1.55 -6.03 -1.61  C54 1.099
65 H -2.45 -4.89 -2.55  C54 1.091
66 H -1.27 -4.31 0.17  C55 1.098
67 H -2.99 -4.65 -0.05  C55 1.095
68 H -2.12 -1.14 0.18  C57 1.097
69 H -1.46 -2.38 1.04  C57 1.095
70 H -4.57 -2.02 0.67  C58 1.096
71 H -3.54 -1.28 1.87  C58 1.104
72 H -4.14 -3.93 3.81  C60 1.096
73 H -5.69 -3.46 2.96  C60 1.091
74 H -4.57 -2.27 3.68  C60 1.096
75 C -1.65 -4.20 -5.29  O76 1.415, H84 1.099, H85 1.090, H86 1.087
76 O -2.19 -2.90 -5.19  C75 1.415, C77 1.407
77 C -3.60 -2.85 -5.12  O76 1.407, C78 1.515, H87 1.094, H88 1.097
78 C -4.01 -1.60 -4.37  C77 1.515, O79 1.420, H89 1.099, H90 1.095
79 O -3.56 -1.50 -3.03  C78 1.420, C80 1.408
80 C -4.21 -0.48 -2.30  O79 1.408, C81 1.536, H91 1.091, H92 1.097
81 C -3.56 0.88 -2.62  C80 1.536, O82 1.417, H93 1.098, H94 1.094
82 O -2.35 0.89 -1.88  C81 1.417, C83 1.409
83 C -1.97 2.14 -1.37  O82 1.409, H95 1.089, H96 1.095, H97 1.099
84 H -1.81 -4.50 -6.34  C75 1.099
85 H -2.04 -4.97 -4.63  C75 1.090
86 H -0.58 -4.10 -5.13  C75 1.087
87 H -4.05 -3.72 -4.65  C77 1.094
88 H -4.01 -2.70 -6.13  C77 1.097
89 H -5.10 -1.58 -4.31  C78 1.099
90 H -3.72 -0.71 -4.95  C78 1.095
91 H -3.96 -0.66 -1.26  C80 1.091
92 H -5.31 -0.53 -2.28  C80 1.097
93 H -4.27 1.69 -2.40  C81 1.098
94 H -3.37 1.04 -3.68  C81 1.094
95 H -1.11 1.97 -0.72  C83 1.089
96 H -2.81 2.67 -0.91  C83 1.095
97 H -1.59 2.77 -2.19  C83 1.099
98 C -0.83 0.80 2.36  O99 1.426, H107 1.092, H108 1.092, H109 1.092
99 O -1.80 1.85 2.46  C98 1.426, C100 1.400
100 C -1.68 2.56 3.66  O99 1.400, C101 1.514, H110 1.102, H111 1.098
101 C -2.75 3.62 3.82  C100 1.514, O102 1.416, H112 1.095, H113 1.090
102 O -2.68 4.63 2.82  C101 1.416, C103 1.417
103 C -1.52 5.44 2.88  O102 1.417, C104 1.494, H114 1.092, H115 1.099
104 C -1.59 6.49 1.82  C103 1.494, O105 1.411, H116 1.100, H117 1.093
105 O -2.70 7.36 1.87  C104 1.411, C106 1.421
106 C -3.82 6.98 1.08  O105 1.421, H118 1.093, H119 1.092, H120 1.088
107 H 0.12 1.29 2.10  C98 1.092
108 H -1.01 0.16 1.50  C98 1.092
109 H -0.89 0.12 3.21  C98 1.092
110 H -0.69 3.05 3.60  C100 1.102
111 H -1.66 1.90 4.53  C100 1.098
112 H -2.69 3.99 4.85  C101 1.095
113 H -3.71 3.12 3.71  C101 1.090
114 H -0.55 4.94 2.81  C103 1.092
115 H -1.55 6.01 3.81  C103 1.099
116 H -1.55 6.07 0.81  C104 1.100
117 H -0.72 7.15 1.84  C104 1.093
118 H -4.12 5.99 1.42  C106 1.093
119 H -3.54 6.98 0.03  C106 1.092
120 H -4.68 7.62 1.24  C106 1.088
121 C 3.74 -2.74 -0.84  C122 1.536, H130 1.088, H131 1.090, H132 1.085
122 C 5.21 -3.15 -0.87  C121 1.536, O123 1.451, H133 1.087, H134 1.089
123 O 5.80 -2.50 0.28  C122 1.451, C124 1.307
124 C 7.06 -2.75 0.54  O123 1.307, O125 1.198, C126 1.565
125 O 7.73 -3.59 0.00  C124 1.198
126 C 7.60 -1.80 1.65  C124 1.565, F127 1.357, F128 1.339, F129 1.314
127 F 8.12 -2.56 2.64  C126 1.357
128 F 8.65 -1.13 1.15  C126 1.339
129 F 6.70 -0.98 2.15  C126 1.314
130 H 3.69 -1.65 -0.93  C121 1.088
131 H 3.40 -3.09 0.14  C121 1.090
132 H 3.11 -3.17 -1.61  C121 1.085
133 H 5.71 -2.79 -1.77  C122 1.087
134 H 5.28 -4.22 -0.66  C122 1.089

As for the electronic energy: -86621.526 eV. The value obtained for the HOMO energy is -4.8 eV. The calculation puts the relative energy (zero: lowest compared OMol25 entry of this formula, charge and spin) at 232.6 kJ/mol. The orbital gap is 7.1 eV. Its total charge is -1.